Run i
C6H6N2 in the gas phase, computed with ωB97M-V/def2-TZVPD.

Total charge   0
SMILES   C#CCN/C=C/C#N
Frontier orbital gap   9.232 eV

```
14
C6H6N2 | the Open Molecules 2025 dataset | ωB97M-V/def2-TZVPD
H 0.2208 0.8643 2.3054
N -0.3773 0.0050 0.5902
H -0.0231 0.9582 -1.3104
H 3.6670 -1.6892 1.5053
C -1.8611 0.1801 -2.7528
C 0.6910 0.5307 1.4392
C 2.7651 -1.0754 1.5878
C 1.8503 -0.2478 1.5858
H -2.4441 -0.7707 -0.9213
H -1.0597 -0.7124 0.8494
N -2.0794 0.3901 -3.8694
C -0.5942 0.2801 -0.6917
C -1.7017 -0.1445 -1.3187
H 0.9466 1.4314 1.0013
```

=====

Run ii
A molecular structure, C6H6N2, computed with ωB97M-V/def2-TZVPD.

Total charge   0
Frontier orbital gap   9.015 eV

```
14
C6H6N2 | the Open Molecules 2025 dataset | ωB97M-V/def2-TZVPD
N 0.4561 1.7633 0.2780
C 1.2970 0.4399 -1.5446
C 0.7554 -0.7429 -0.9823
H 1.0092 -1.8292 -1.4189
C -1.7476 -1.5479 1.8137
N -0.3458 0.6898 0.6710
H -1.3489 -0.5535 2.6626
H -2.7184 -2.2175 2.0449
C 1.1708 1.7795 -0.9516
H 1.9838 0.7441 -2.4290
H -1.3937 -2.5048 -0.0762
C -0.2712 -0.5581 0.0913
H 1.4555 2.7553 -1.5412
C -1.1642 -1.6316 0.5927
```

=====

Name the most stable of them. run i.

=====

Run i
2 unconnected molecules or ions with the total composition C6H6N2, computed with ωB97M-V/def2-TZVPD.

Total charge   0
Frontier orbital gap   9.608 eV

```
14
C6H6N2 | the Open Molecules 2025 dataset | ωB97M-V/def2-TZVPD
H -0.9315 2.0730 -0.9857
H 0.9355 0.7900 1.7854
C 0.8617 1.4052 -0.3262
C -1.9809 -0.4824 0.2704
H 3.4134 -1.9139 -1.1445
C 0.6940 0.1950 0.7170
H 1.1921 2.2752 0.4559
C -0.8003 0.4301 0.5595
N -0.4527 1.2580 -0.7738
H -1.1360 1.2655 1.4150
H 1.7096 1.3931 -0.9245
N -2.3962 -1.4280 -0.4164
C 1.3962 -0.8130 0.3362
C 2.2890 -1.5169 -0.2685
```

=====

Run ii
C6H6N2 in the gas phase, computed with ωB97M-V/def2-TZVPD.

Total charge   0
SMILES   C1=C[C@@H]2NC=NC2=C1
Frontier orbital gap   8.002 eV

```
14
C6H6N2 | the Open Molecules 2025 dataset | ωB97M-V/def2-TZVPD
C -0.4651 0.1222 1.6119
C 0.2538 -1.0496 1.8565
H -0.6098 -1.5328 -0.6478
C -0.5065 0.5432 0.3480
H 1.2556 0.0342 -2.3196
C 1.0307 -1.4421 0.6530
H 0.0683 -1.6841 2.9461
H 1.8582 -2.0696 0.5003
N -1.0084 1.3939 -0.6821
H -1.1922 0.3145 2.4924
N 0.6013 0.2414 -1.4654
C 0.2412 -0.7613 -0.3627
H -0.4490 1.5582 -2.7116
C -0.2344 1.2430 -1.6445
```

=====

Name the most stable of them. run ii.

=====

Run i
C3H2N2OS2 in the gas phase, computed with ωB97M-V/def2-TZVPD.

Total charge   0
SMILES   S=Cn1cnoc1=S
Frontier orbital gap   8.028 eV

```
10
C3H2N2OS2 | the Open Molecules 2025 dataset | ωB97M-V/def2-TZVPD
S -0.5940 2.4488 1.0724
C -0.4912 -1.1656 0.0042
O -1.6773 0.1209 1.1876
H -0.2764 -1.9820 -0.7804
C -0.6301 0.8489 0.7304
S 2.0566 -0.7347 -1.7420
C 1.3326 0.3035 -0.7115
N -1.5405 -1.2058 0.6810
N 0.2276 0.0142 0.0488
H 1.5927 1.3518 -0.4905
```

=====

Run ii
C3H2N2OS2 in the gas phase, computed with ωB97M-V/def2-TZVPD.

Total charge   0
SMILES   N#C[C@@H]1SNC(=O)S1
Frontier orbital gap   9.060 eV

```
10
C3H2N2OS2 | the Open Molecules 2025 dataset | ωB97M-V/def2-TZVPD
N 2.6745 -1.0099 0.9982
C -1.7247 -0.0360 0.1172
S 0.5665 1.4789 -0.4348
O -2.8578 -0.4049 0.5050
C 1.7784 -0.6986 0.2592
H -1.0721 1.5748 1.1887
N -0.9544 1.0524 0.4828
S -0.6658 -1.3211 -0.6329
C 0.8659 -0.1885 -0.7991
H 1.3895 -0.4471 -1.6843
```

=====

Run iii
C3H2N2OS2 in the gas phase, computed with ωB97M-V/def2-TZVPD.

Total charge   0
SMILES   S=C1ON=CC=NS1
Frontier orbital gap   8.226 eV

```
10
C3H2N2OS2 | the Open Molecules 2025 dataset | ωB97M-V/def2-TZVPD
N -0.6622 -1.4572 0.5323
C -0.9558 0.7256 -0.4389
S 3.5036 -0.1520 0.0727
C 1.8317 -0.0746 0.0618
H -2.5958 -0.5041 0.4635
S 0.8984 -1.4375 -0.4143
H -1.6170 1.3610 -0.9368
C -1.4483 -0.5191 0.3780
N 0.1578 1.2812 -0.4243
O 0.8877 0.7766 0.7061
```

=====

Name the most stable of them. run i.